# 1
ORCA calculation (wB97M-V/def2-TZVPD) on C37H32AsIrN5O2 as an isolated structure.

```
78
Properties=species:S:1:pos:R:3:mulliken_charge:R:1
Ir -0.717 -0.001 -1.215 1.481
As 1.143 -0.361 0.846 0.943
O -2.114 -2.607 1.852 -0.678
O -1.371 -0.775 0.808 -0.238
N -1.198 0.377 -3.104 1.412
N -2.027 1.521 -0.954 0.141
N -0.591 -0.168 -4.128 -1.226
N -2.624 -1.627 -1.458 -0.430
N 0.888 -0.942 -2.497 -0.170
C 1.864 -2.855 2.155 -0.106
C 1.223 -1.519 -4.833 -0.605
C 0.488 -0.885 -3.813 0.032
C -1.946 4.602 1.072 -0.870
C 2.389 -2.168 -4.514 -0.427
C 0.063 -0.530 3.525 -0.300
C -2.376 1.877 1.439 0.078
C -3.853 2.481 -4.572 -0.562
C 0.569 2.115 4.205 -0.943
C 3.465 1.398 0.782 -0.513
C 1.930 -4.232 2.301 -0.814
C 1.198 -2.295 1.067 0.943
C 4.038 -0.932 0.733 -0.111
C -2.489 2.751 2.505 -0.654
C 2.820 -2.170 -3.184 -1.183
C -2.148 -1.805 0.943 0.281
C 0.665 0.321 2.603 1.128
C -3.220 -1.919 -0.155 -1.024
C -3.765 2.786 -2.181 -0.288
C -2.289 4.114 2.328 -0.600
C -2.796 1.581 -4.531 -0.752
C 5.384 -0.600 0.755 -0.896
C 4.810 1.729 0.811 -0.880
C -0.244 -0.066 4.795 -0.913
C 0.888 1.653 2.937 -0.271
C 0.603 -3.140 0.139 -0.559
C -2.085 2.367 0.164 -0.271
C -1.841 3.741 -0.001 0.016
C 1.336 -5.064 1.365 -0.789
C 0.667 -4.517 0.281 -0.832
C -2.240 1.268 -3.300 0.708
C 2.044 -1.554 -2.226 -0.373
C -2.691 1.888 -2.108 0.308
C 3.064 0.064 0.780 0.901
C 5.773 0.730 0.811 -0.586
C 0.018 1.252 5.141 -0.675
C -4.338 3.068 -3.406 -0.886
H -2.396 4.798 3.159 0.433
H -0.204 -1.540 3.249 0.314
H -4.148 3.247 -1.282 0.554
H 0.843 -1.452 -5.842 0.509
H -0.704 -0.737 5.509 0.470
H 6.823 0.988 0.841 0.397
H -4.301 2.725 -5.526 0.417
H 0.746 3.151 4.462 0.452
H 2.972 -2.656 -5.283 0.438
H -1.765 5.659 0.930 0.443
H 3.748 -2.642 -2.897 0.483
H 1.309 2.342 2.216 0.123
H 2.451 -4.657 3.149 0.455
H 3.754 -1.975 0.687 0.375
H 0.073 -2.716 -0.705 0.028
H -3.664 -2.911 -0.093 0.421
H -3.300 -1.227 -2.099 0.251
H -2.537 0.819 1.581 0.147
H -0.218 1.611 6.135 0.418
H -2.396 1.118 -5.420 0.509
H 2.724 2.187 0.750 0.339
H -1.558 4.110 -0.980 0.574
H 1.395 -6.139 1.478 0.412
H 2.327 -2.213 2.894 0.565
H 0.195 -5.163 -0.448 0.463
H -3.981 -1.172 0.070 0.323
H -2.741 2.368 3.485 0.457
H -5.172 3.753 -3.459 0.421
H 6.129 -1.384 0.723 0.436
H 2.370 -1.540 -1.198 0.755
H 5.111 2.768 0.828 0.422
H -2.253 -2.472 -1.874 0.247
```

For the HOMO energy (spin up / spin down), the calculation gives -0.3522 / -0.4163 Ha. As for the strongest force on any atom: 0.015 Eh/bohr. The value obtained for the HOMO-LUMO gap (spin up / spin down) is 6.867 / 6.074 eV. The total charge is +1. The spin multiplicity is 5.

=====

# 2
ORCA calculation (wB97M-V/def2-TZVPD) on C37H32BiNP2S as an isolated structure.

```
74
Properties=species:S:1:pos:R:3:mulliken_charge:R:1
Bi 1.541 -0.662 0.256 1.563
S 1.567 -1.273 5.198 -0.289
P -0.383 -2.364 -0.027 0.943
P 1.159 1.932 0.377 0.741
N 1.430 -0.896 2.447 -0.942
C -4.602 -1.198 1.443 -0.614
C 0.789 -6.400 1.855 -0.454
C 0.882 2.202 -2.422 -0.798
C 0.249 2.839 1.681 0.867
C -2.020 -1.972 0.678 0.289
C -4.411 -2.316 0.627 -0.731
C 0.325 2.389 3.014 -0.496
C 3.958 2.242 -0.046 -0.197
C -0.043 -4.148 2.070 -0.514
C 0.228 2.156 -1.184 1.108
C -0.480 4.005 1.405 -0.109
C -2.213 -0.837 1.492 -0.069
C 5.006 4.346 -0.605 -0.529
C 3.799 5.012 -0.350 -0.674
C -0.345 3.056 4.030 -0.635
C -3.498 -0.446 1.857 -0.435
C -0.030 -1.777 -4.542 -0.592
C -1.080 4.207 3.748 -0.598
C -0.343 -2.521 -1.859 0.749
C -3.130 -2.717 0.250 -0.639
C 2.715 2.894 0.120 0.528
C 0.751 -6.291 0.460 -0.752
C -1.178 2.208 -1.164 -1.124
C 0.377 -5.335 2.667 -0.764
C -1.308 -1.876 -3.989 -0.548
C 0.918 -2.628 -2.494 -0.717
C -1.478 -2.338 -2.676 -0.587
C -1.128 4.683 2.439 -0.891
C 1.524 -1.073 3.640 0.569
C 0.335 -5.100 -0.143 -0.257
C 0.157 2.131 -3.604 -0.679
C 5.084 2.963 -0.427 -0.686
C -1.234 2.055 -3.577 -0.710
C -1.897 2.109 -2.354 -0.355
C 1.072 -2.238 -3.823 -0.831
C -0.014 -4.007 0.668 0.566
C 2.667 4.296 0.050 -0.339
H 1.797 -2.948 -1.926 0.596
H -0.383 -3.312 2.683 0.375
H -1.344 -0.241 1.769 0.541
H -2.466 -2.530 -2.254 0.329
H -5.611 -0.869 1.709 0.403
H -2.983 -3.608 -0.369 0.540
H -2.176 -1.618 -4.606 0.466
H -5.273 -2.874 0.261 0.432
H -1.724 2.247 -0.216 0.458
H -0.305 2.669 5.049 0.478
H 3.746 6.098 -0.460 0.423
H 1.972 2.331 -2.444 0.419
H 0.382 -5.424 3.756 0.422
H -2.982 2.079 -2.301 0.446
H 0.290 -5.016 -1.230 0.365
H -0.518 4.396 0.389 0.445
H 4.030 1.159 0.116 0.238
H 0.684 2.162 -4.550 0.497
H 1.748 4.830 0.305 0.334
H 1.103 -7.333 2.323 0.409
H -1.796 2.045 -4.507 0.477
H -3.642 0.472 2.435 0.493
H 0.934 1.517 3.237 0.203
H 2.057 -2.290 -4.284 0.422
H -1.675 0.132 -0.595 -0.356
H 1.056 -7.134 -0.161 0.423
H 6.032 2.442 -0.591 0.406
H -1.703 5.580 2.214 0.428
H 5.883 4.901 -0.941 0.404
H 0.103 -1.426 -5.565 0.488
H -1.628 4.710 4.541 0.440
H -1.326 -0.464 -0.972 0.191
```

For the HOMO energy, the calculation gives -0.5103 Ha. As for the strongest force on any atom: 0.058 Eh/bohr. The value obtained for the HOMO-LUMO gap is 6.370 eV. The total charge is +2.

=====

# 3
ORCA calculation (wB97M-V/def2-TZVPD) on C37H32Br2NNiP2 as an isolated structure.

```
75
Properties=species:S:1:pos:R:3:mulliken_charge:R:1
Br -3.822 3.432 -3.206 -0.156
Br 1.319 6.307 2.270 -0.185
Ni 0.157 0.204 -0.153 -0.192
P -0.347 -2.020 -0.657 0.956
P 0.790 -0.709 1.829 1.032
N -0.804 0.897 -2.043 0.475
C -2.345 2.246 -3.250 -0.518
C 2.915 -4.971 -1.952 -0.578
C -0.267 3.995 1.715 -0.621
C 0.394 2.178 0.260 -0.722
C -0.554 2.800 1.075 0.699
C -2.809 -1.451 -1.675 -0.698
C -1.805 1.837 -4.461 -0.087
C 5.338 -0.921 2.347 -0.585
C 4.693 0.245 1.962 -0.728
C 0.045 -2.399 2.033 -0.672
C -2.605 -3.076 -3.903 -0.737
C -3.810 -1.434 -2.625 -0.620
C 0.888 1.030 4.049 -0.333
C 2.011 -2.763 -1.815 -0.306
C 3.220 -2.054 2.491 -0.595
C -1.293 0.418 3.225 -0.648
C 3.318 0.261 1.848 -0.563
C -0.294 0.488 -3.202 -0.156
C -1.807 1.767 -2.064 -0.178
C 0.956 4.605 1.484 -0.186
C 0.871 -4.592 -0.748 -0.125
C 4.600 -2.064 2.607 -0.788
C 0.290 1.881 4.960 -0.834
C 2.565 -0.883 2.124 0.579
C -0.754 0.939 -4.428 -0.960
C 1.893 4.030 0.643 -0.340
C -3.703 -2.246 -3.744 -0.659
C 1.867 -5.449 -1.180 -0.735
C -1.882 1.276 4.132 -0.712
C -1.013 -2.640 0.956 -1.492
C 0.932 -3.242 -1.077 0.600
C -1.087 2.021 4.990 -0.572
C 2.994 -3.624 -2.265 -0.812
C 0.096 0.285 3.182 0.704
C 1.602 2.830 0.013 -0.275
C -1.590 -3.084 -2.962 -0.437
C -1.697 -2.280 -1.835 0.868
H 3.669 -5.654 -2.311 0.419
H -0.986 4.446 2.384 0.487
H 6.411 -0.938 2.445 0.420
H -1.930 -2.084 1.168 0.490
H 2.801 1.161 1.540 0.539
H 3.814 -3.252 -2.861 0.451
H 0.904 2.443 5.647 0.442
H -4.671 -0.793 -2.503 0.462
H 2.070 -1.701 -2.024 0.234
H -2.203 2.205 -5.395 0.489
H -1.523 2.349 1.249 0.442
H -2.957 1.374 4.171 0.428
H 2.346 2.399 -0.651 0.433
H 5.265 1.132 1.737 0.467
H 5.100 -2.973 2.899 0.440
H -2.201 2.096 -1.115 0.415
H -1.270 -3.700 0.882 0.726
H -0.720 -3.713 -3.097 0.396
H -2.874 -0.809 -0.804 0.323
H 0.052 -4.987 -0.164 0.343
H 0.851 -3.125 1.900 0.294
H -1.541 2.726 5.669 0.419
H -2.542 -3.727 -4.762 0.439
H -4.479 -2.235 -4.492 0.421
H 0.514 -0.233 -3.153 0.229
H 1.965 0.948 4.000 0.483
H 1.818 -6.497 -0.924 0.449
H -0.360 -2.503 3.042 0.557
H -1.909 -0.138 2.531 0.312
H -0.300 0.588 -5.340 0.501
H 2.844 4.512 0.474 0.474
H 2.678 -2.962 2.708 0.468
```

For the HOMO energy (spin up / spin down), the calculation gives -0.3615 / -0.3835 Ha. As for the strongest force on any atom: 0.033 Eh/bohr. The value obtained for the HOMO-LUMO gap (spin up / spin down) is 7.240 / 6.805 eV. The total charge is +1. The spin multiplicity is 3.

=====

Energy above the lowest of the compared OMol25 structures with the same formula, charge and spin (computed, kJ/mol): 49.7; 16.5; 56.5